A structure of composition C23H13F5N3O2PtSTe, computed with ωB97M-V/def2-TZVPD.

ORCA input file:
```
! RIJCOSX wB97M-V def2-TZVPD def2/J DEFGRID3
* xyz -1 1
Pt 0.301 -1.313 -0.251
O -1.382 -0.221 -5.341
C -1.596 0.944 -4.679
C -2.169 2.010 -5.362
C -2.405 3.224 -4.738
C -2.060 3.388 -3.408
C -1.493 2.337 -2.714
C -1.250 1.097 -3.312
C -0.675 0.039 -2.469
O -0.444 0.353 -1.235
N -0.422 -1.167 -2.986
N 0.055 -1.975 -2.055
C 0.427 -3.208 -2.270
C 0.908 -3.903 -1.120
C 1.357 -5.229 -1.137
C 1.779 -5.836 0.021
C 1.735 -5.116 1.215
C 1.301 -3.810 1.182
N 0.915 -3.196 0.063
H -1.681 -0.111 -6.250
H -2.438 1.879 -6.406
H -2.859 4.034 -5.295
H -2.236 4.331 -2.908
H -1.228 2.460 -1.667
H 0.368 -3.656 -3.252
H 1.364 -5.752 -2.084
H 2.142 -6.855 0.011
H 2.032 -5.566 2.151
H 1.264 -3.220 2.088
Te -0.615 2.279 0.788
C -0.713 3.818 2.237
C 0.264 4.251 3.094
C -0.112 5.352 3.910
C -1.386 5.766 3.674
S -2.128 4.797 2.459
H 1.233 3.772 3.137
H 0.543 5.822 4.633
H -1.926 6.580 4.133
F 2.974 -0.555 1.080
C 2.031 -0.627 2.046
C 0.699 -0.768 1.670
C -0.191 -0.868 2.730
F -1.498 -1.025 2.473
C 0.197 -0.868 4.058
F -0.698 -1.016 5.043
C 1.540 -0.752 4.374
F 1.939 -0.793 5.653
C 2.467 -0.617 3.357
F 3.771 -0.509 3.658
*
```

The LUMO energy (alpha / beta) is 0.89 / 0.89 eV. Its highest occupied orbital energy (alpha / beta) is -0.097 / -0.097 Eh.


The molecule C7H10NOP, computed with ωB97M-V/def2-TZVPD.

ORCA input file:
```
! RIJCOSX wB97M-V def2-TZVPD def2/J DEFGRID3
* xyz 0 1
C 3.032 0.847 0.214
C 2.823 -0.260 -0.600
C 2.085 1.444 0.966
C 1.462 -0.654 -0.734
C 0.775 0.909 0.847
C -2.222 0.005 -0.861
C -1.801 0.926 1.773
N 0.441 -0.181 0.007
O -0.676 2.194 -0.660
P -0.981 1.003 0.133
H 4.008 1.295 0.119
H 3.606 -0.626 -1.262
H 2.349 2.220 1.683
H 1.107 -1.336 -1.546
H -2.340 -1.064 -0.701
H -1.961 0.208 -1.962
H -3.119 0.564 -0.673
H -2.833 0.775 1.598
H -1.612 1.933 2.281
H -1.422 0.130 2.269
*
```

The LUMO energy is 0.29 eV. Its highest occupied orbital energy is -0.317 Eh.


The molecule C25H13F4N5O3, computed with ωB97M-V/def2-TZVPD.

ORCA input file:
```
! RIJCOSX wB97M-V def2-TZVPD def2/J DEFGRID3
* xyz 0 1
O 0.384 2.086 0.877
C 0.049 0.926 0.849
N -0.065 0.246 -0.382
C 0.302 0.814 -1.604
C 1.559 1.449 -1.715
C 1.891 1.930 -2.972
C 1.076 1.728 -4.087
N -0.095 1.057 -3.971
C -0.540 0.637 -2.764
C -1.799 -0.106 -2.739
C -2.098 -1.076 -3.723
C -3.272 -1.806 -3.634
C -4.177 -1.602 -2.609
C -3.925 -0.600 -1.659
C -2.779 0.170 -1.770
C 1.736 2.426 -5.200
O 1.328 2.717 -6.315
N 2.893 2.973 -4.755
C 2.987 2.726 -3.415
O 3.755 3.264 -2.652
C -0.130 0.185 2.118
C 0.576 0.590 3.268
C 0.388 0.029 4.550
C 1.182 0.556 5.682
N 0.793 0.405 6.974
C 1.638 0.653 7.949
C 2.873 1.212 7.696
C 3.162 1.462 6.383
N 2.362 1.108 5.396
C -0.537 -1.051 4.678
C -0.824 -1.762 6.041
F 0.329 -2.154 6.618
F -1.536 -2.904 5.788
F -1.657 -1.035 6.850
C -1.184 -1.512 3.504
C -0.987 -0.932 2.231
F -1.573 -1.477 1.158
H -0.579 -0.638 -0.372
H 2.276 1.633 -0.938
H -1.419 -1.321 -4.556
H -3.495 -2.528 -4.396
H -5.086 -2.214 -2.548
H -4.609 -0.388 -0.851
H -2.621 0.969 -1.052
H 3.207 3.886 -5.080
H 1.304 1.432 3.155
H 1.361 0.422 8.962
H 3.576 1.500 8.446
H 4.152 1.862 6.189
H -1.776 -2.416 3.512
*
```

The LUMO energy is -0.81 eV. Its highest occupied orbital energy is -0.334 Eh.


The molecule C6H12, computed with ωB97M-V/def2-TZVPD.

ORCA input file:
```
! RIJCOSX wB97M-V def2-TZVPD def2/J DEFGRID3
* xyz 0 1
C -1.500 -1.750 0.299
C -0.010 -1.430 0.223
C 0.165 -0.011 -0.342
C 0.419 0.193 -1.758
C -0.135 1.128 0.536
C 0.934 2.188 0.897
H -1.669 -2.601 0.952
H -2.046 -0.887 0.705
H -1.858 -1.934 -0.723
H 0.519 -2.272 -0.224
H 0.365 -1.323 1.248
H 1.225 -0.236 -2.337
H -0.457 0.486 -2.354
H -1.078 1.655 0.338
H 1.306 0.149 -0.438
H 1.570 2.426 0.047
H 0.843 2.963 1.639
H 1.407 1.256 1.292
*
```

The LUMO energy is -1.11 eV. Its highest occupied orbital energy is -0.251 Eh.


The molecule C2H4N2O2, computed with ωB97M-V/def2-TZVPD.

ORCA input file:
```
! RIJCOSX wB97M-V def2-TZVPD def2/J DEFGRID3
* xyz 0 1
C 0.597 0.190 0.198
C 0.123 -1.163 0.023
O -1.481 1.025 0.163
O 1.954 0.273 0.365
N -0.126 1.209 0.648
N -0.500 -2.175 -0.194
H -1.912 1.824 0.481
H 2.145 1.224 0.392
H -1.027 -2.346 -1.048
H 0.226 -0.063 -1.028
*
```

The LUMO energy (alpha / beta) is 0.09 / 0.09 eV. Its highest occupied orbital energy (alpha / beta) is -0.278 / -0.278 Eh.


A cluster of 2 separate species, C20H43Br2N2O3PS2 in total, computed with ωB97M-V/def2-TZVPD.

ORCA input file:
```
! RIJCOSX wB97M-V def2-TZVPD def2/J DEFGRID3
* xyz 0 1
C 3.965 -0.177 -0.889
C 4.980 0.922 -0.143
N 4.651 1.140 1.317
C 3.288 1.788 1.399
C 3.019 2.668 2.762
C 4.770 -0.114 2.150
S 6.220 -1.058 2.032
S 3.498 -0.765 3.378
C 1.941 -1.363 2.534
C 1.005 -2.376 3.449
C 0.175 -3.413 2.495
P -1.249 -2.658 1.480
O -1.273 -4.176 0.555
O -1.263 -1.156 2.346
C -2.613 -0.671 2.654
C -3.385 0.026 1.345
C -4.734 0.778 1.899
C -2.443 1.153 0.580
C -2.904 1.482 -0.960
C -4.025 2.718 -1.064
C -1.648 1.976 -1.940
N -1.128 -1.814 -0.085
C 0.280 -1.386 -0.426
C -1.816 -2.549 -1.213
C -0.965 -3.198 -2.495
O -3.168 -2.698 -1.304
H 3.896 -1.195 -0.316
H 4.405 -0.339 -1.986
H 2.905 0.332 -1.056
H 4.862 1.915 -0.797
H 6.108 0.582 -0.338
H 3.240 2.571 0.500
H 2.415 1.012 1.153
H 1.948 3.180 2.632
H 2.955 2.045 3.750
H 3.875 3.456 2.882
H 2.267 -1.851 1.496
H 1.264 -0.398 2.350
H 0.365 -1.823 4.267
H 1.783 -3.042 4.063
H -0.190 -4.337 3.155
H 0.966 -3.868 1.725
H -2.608 -3.022 1.906
H -2.026 -4.732 0.938
H -2.467 0.238 3.416
H -3.300 -1.439 3.227
H -3.594 -0.858 0.599
H -5.430 -0.061 2.378
H -5.272 1.256 0.962
H -4.419 1.581 2.696
H -2.575 2.172 1.187
H -1.301 0.884 0.559
H -3.334 0.485 -1.432
H -5.129 2.329 -1.000
H -3.888 3.189 -2.152
H -3.771 3.583 -0.312
H -1.566 3.150 -1.787
H -0.644 1.413 -1.725
H -1.931 1.835 -3.091
H 0.363 -0.938 -1.527
H 0.531 -0.464 0.290
H 1.091 -2.240 -0.313
H -0.560 -2.245 -3.090
H -0.070 -3.875 -2.154
H -1.699 -3.746 -3.255
Br 0.761 0.624 -3.695
C 0.037 2.029 -4.837
C 1.080 2.540 -5.803
Br 2.347 3.727 -4.912
H -0.360 2.804 -4.177
H -0.789 1.558 -5.377
H 0.617 3.153 -6.582
H 1.665 1.745 -6.273
*
```

The LUMO energy is -0.46 eV. Its highest occupied orbital energy is -0.302 Eh.


A structure of composition H2OS2, computed with ωB97M-V/def2-TZVPD.

ORCA input file:
```
! RIJCOSX wB97M-V def2-TZVPD def2/J DEFGRID3
* xyz 0 1
H 1.247 2.118 2.230
H 1.351 0.024 0.185
O -1.270 -1.302 -1.051
S 0.599 1.142 0.967
S -1.927 -1.983 -2.331
*
```

The LUMO energy is -2.84 eV. Its highest occupied orbital energy is -0.341 Eh.


A structure of composition C4H5F5O2, computed with ωB97M-V/def2-TZVPD.

ORCA input file:
```
! RIJCOSX wB97M-V def2-TZVPD def2/J DEFGRID3
* xyz 0 1
C 1.199 -2.608 1.263
C 1.064 -1.413 1.656
C 0.223 1.011 -0.766
C -1.263 1.215 -0.790
O -1.451 2.409 -0.384
O -1.872 0.659 -1.858
F 2.001 -0.355 1.453
F 0.229 -1.045 2.607
F 0.639 -0.306 -0.954
F 0.536 1.582 -2.022
F -1.503 0.389 0.301
H 0.619 -3.548 1.492
H 0.946 1.902 -0.077
H 2.173 -2.675 0.701
H -2.451 2.526 -0.323
H -1.089 0.256 -2.299
*
```

The LUMO energy is 0.63 eV. Its highest occupied orbital energy is -0.382 Eh.


The molecule C19H20N4OS, computed with ωB97M-V/def2-TZVPD.

ORCA input file:
```
! RIJCOSX wB97M-V def2-TZVPD def2/J DEFGRID3
* xyz 0 1
C -4.238 -0.858 -0.832
C -3.110 -0.243 -0.027
N -3.406 0.231 1.146
C -2.402 0.694 1.891
C -2.544 1.161 3.191
C -1.569 1.866 3.899
C -0.287 2.002 3.346
C -0.019 1.372 2.107
C 1.334 1.423 1.557
C 1.763 2.502 0.799
C 3.137 2.327 0.387
C 3.653 1.156 0.852
S 2.656 0.238 1.811
C 4.880 0.921 0.241
O 5.645 -0.053 0.552
N 5.183 1.957 -0.536
C 4.202 3.070 -0.350
C -1.095 0.768 1.355
N -0.809 0.281 0.112
C -1.748 -0.318 -0.525
N -1.301 -0.839 -1.739
C -0.862 -2.248 -1.827
C 0.677 -2.238 -1.305
C -0.867 -2.589 -3.326
C -1.527 -3.191 -0.968
H -5.068 -1.208 -0.244
H -3.844 -1.540 -1.550
H -4.478 -0.022 -1.577
H -3.620 1.095 3.574
H -1.775 2.358 4.852
H 0.594 2.470 3.840
H 1.143 3.265 0.573
H 6.116 2.019 -0.948
H 3.793 3.468 -1.272
H 4.683 3.879 0.232
H -0.628 -0.178 -2.211
H 1.189 -1.513 -1.955
H 1.142 -3.219 -1.566
H 0.839 -2.036 -0.182
H -1.849 -2.687 -3.755
H -0.276 -3.452 -3.483
H -0.260 -1.849 -3.830
H -2.500 -3.312 -1.378
H -0.942 -4.158 -1.023
H -1.605 -2.770 0.093
*
```

The LUMO energy is -0.24 eV. Its highest occupied orbital energy is -0.314 Eh.


| no. | E (hartree) |
| --- | --- |
| 1 | -2483.85910 |
| 2 | -743.98656 |
| 3 | -1859.50394 |
| 4 | -235.53099 |
| 5 | -338.38254 |
| 6 | -7408.46919 |
| 7 | -872.61500 |
| 8 | -805.11318 |
| 9 | -1428.42870 |